[1]
Below is C4H8O2 as an isolated structure, with properties calculated with ωB97M-V with the def2-TZVPD basis set.

Last column: Mulliken charge in e.
CARTESIAN COORDINATES (ANGSTROEM)
O (-0.806, 0.841, -1.610)  -0.598
O (-0.058, -0.909, 1.144)  -0.411
C (-1.309, -0.341, 0.806)  -0.649
C (0.655, -0.562, -0.059)  0.395
C (-0.613, -0.320, -0.887)  -0.199
C (1.548, 0.654, 0.121)  -1.182
H (2.309, 0.445, 0.881)  0.340
H (-1.263, 0.822, -0.555)  0.351
H (0.972, 1.532, 0.435)  0.258
H (-1.517, 0.605, 1.361)  0.325
H (2.050, 0.902, -0.822)  0.308
H (1.237, -1.425, -0.408)  0.323
H (-2.154, -1.033, 0.932)  0.316
H (-1.051, -1.213, -1.339)  0.425

Summary:
Max |F|, eV/A: 3.881
Multiplicity: 1
Relative energy (zero: lowest compared OMol25 entry of this formula, charge and spin), eV: 4.6665
Orbital gap, eV: 10.60
Total charge: 0
HOMO energy, eV: -9.6974

[2]
Below is C48H114BF4N7O18Ti as an isolated structure, with properties calculated with ωB97M-V with the def2-TZVPD basis set.

Last column: Mulliken spin population.
CARTESIAN COORDINATES (ANGSTROEM)
Ti (-9.151, 9.084, -3.493)  2.012
F (-6.829, 2.629, -14.930)  0.000
F (-5.096, 2.089, -13.655)  0.000
F (-7.091, 1.565, -13.002)  0.000
F (-6.474, 3.629, -12.816)  0.000
O (-13.320, 19.003, -1.949)  0.000
O (-0.375, 7.661, -16.600)  0.000
O (-13.260, 3.488, -8.710)  0.000
O (-11.817, 13.601, -10.831)  0.015
O (-4.371, 10.208, -18.435)  0.000
O (-2.239, 5.963, -7.090)  0.000
O (-3.653, 19.656, -13.064)  0.000
O (-18.290, 9.817, -0.842)  0.000
O (-15.285, 17.176, 2.348)  0.000
O (-14.780, 19.843, -13.140)  0.000
O (0.106, 2.067, -8.425)  0.000
O (-10.609, 11.275, -12.141)  -0.017
O (-8.408, 1.646, -7.669)  0.000
O (-9.858, 9.406, -7.924)  0.342
O (-16.843, 15.045, -12.377)  0.000
O (-18.488, 8.453, -6.225)  0.000
O (-11.289, 11.510, -6.755)  0.402
O (-5.020, 17.041, -9.900)  0.000
N (-10.336, 3.363, -9.115)  0.000
N (-16.599, 17.807, -11.905)  0.000
N (-18.033, 9.768, -3.668)  0.000
N (-14.008, 17.290, 0.066)  0.000
N (-0.795, 3.632, -6.148)  0.000
N (-5.111, 17.306, -12.472)  0.000
N (-3.154, 8.647, -16.496)  0.000
C (-11.189, 11.515, -7.977)  0.056
C (-17.878, 15.730, -11.885)  0.000
C (-0.677, 1.394, -7.516)  0.000
C (-10.689, 2.370, -7.981)  0.000
C (-11.816, 12.546, -8.856)  0.082
C (-17.464, 16.898, -11.145)  0.000
C (-15.700, 18.312, 1.575)  0.000
C (-4.062, 19.039, -14.201)  0.000
C (-16.859, 9.308, -2.779)  0.000
C (-2.555, 7.601, -15.428)  0.000
C (-17.436, 9.464, -6.104)  0.000
C (-15.054, 21.224, -13.524)  0.000
C (-19.185, 9.379, 0.053)  0.000
C (-16.096, 19.129, -11.223)  0.000
C (-10.232, 10.386, -8.587)  0.057
C (-14.648, 19.448, -11.764)  0.000
C (-15.765, 17.251, 3.704)  0.000
C (-13.992, 2.315, -9.094)  0.000
C (-15.378, 17.854, 0.204)  0.000
C (-11.556, 12.523, -10.204)  -0.005
C (-4.720, 8.673, -16.645)  0.000
C (-5.381, 18.196, -13.750)  0.000
C (-13.762, 17.773, -2.414)  0.000
C (-10.123, 10.436, -10.029)  0.054
C (-13.682, 16.658, -1.292)  0.000
C (-6.270, 16.498, -12.003)  0.000
C (-1.062, 7.698, -15.382)  0.000
C (-2.752, 5.295, -6.015)  0.000
C (-3.080, 6.902, -7.700)  0.000
C (-17.103, 14.113, -13.468)  0.000
C (-11.280, 3.361, -10.338)  0.000
C (-4.184, 11.561, -18.822)  0.000
C (-2.384, 20.282, -13.085)  0.000
C (-4.959, 16.865, -8.477)  0.000
C (-5.209, 9.960, -17.321)  0.000
C (-13.784, 20.176, -2.677)  0.000
C (-0.327, 6.343, -17.304)  0.000
C (-12.601, 4.034, -9.844)  0.000
C (-19.705, 9.050, -6.570)  0.000
C (-17.612, 10.478, -4.947)  0.000
C (-1.637, 4.621, -5.278)  0.000
C (-10.740, 11.370, -10.820)  0.002
C (-9.513, 2.199, -6.974)  0.000
C (-17.425, 8.845, -1.353)  0.000
C (-6.016, 16.136, -10.568)  0.000
C (-1.551, 2.446, -6.711)  0.000
C (-8.499, 0.299, -8.004)  0.000
C (0.686, 1.173, -9.350)  0.000
B (-6.365, 2.517, -13.639)  0.000
H (-12.691, 16.210, -1.217)  0.000
H (-13.318, 21.082, -2.291)  0.000
H (-2.850, 7.855, -14.410)  0.000
H (-18.193, 14.933, -11.210)  0.000
H (-18.444, 11.165, -5.107)  0.000
H (-15.769, 17.329, -12.224)  0.000
H (-14.135, 1.929, -8.085)  0.000
H (-16.715, 11.067, -4.759)  0.000
H (-1.663, 19.514, -12.803)  0.000
H (-6.360, 18.652, -13.600)  0.000
H (-2.413, 7.430, -8.382)  0.000
H (-18.356, 17.453, -10.856)  0.000
H (-4.857, 17.927, -11.717)  0.000
H (-16.144, 10.117, -2.629)  0.000
H (-13.478, 1.517, -9.630)  0.000
H (-13.037, 17.626, -3.214)  0.000
H (-15.634, 21.787, -12.792)  0.000
H (-1.329, 0.660, -7.988)  0.000
H (-1.949, 2.018, -5.791)  0.000
H (1.171, 0.299, -8.915)  0.000
H (-12.365, 13.375, -8.435)  0.002
H (-20.016, 9.940, -6.023)  0.000
H (-14.802, 17.789, -2.742)  0.000
H (-18.597, 10.366, -3.082)  0.000
H (-7.088, 17.192, -12.200)  0.000
H (-4.496, 19.696, -14.955)  0.000
H (0.262, 5.668, -16.683)  0.000
H (-5.036, 10.762, -16.603)  0.000
H (-16.710, 8.634, -0.558)  0.000
H (-14.076, 20.189, -11.207)  0.000
H (-16.821, 17.046, 3.877)  0.000
H (-16.328, 8.430, -3.149)  0.000
H (-18.695, 16.006, -12.551)  0.000
H (-11.463, 2.330, -10.639)  0.000
H (-15.189, 16.469, 4.199)  0.000
H (-5.029, 7.736, -17.109)  0.000
H (-13.268, 17.963, 0.202)  0.000
H (-17.473, 14.581, -14.380)  0.000
H (-16.123, 13.711, -13.727)  0.000
H (-10.988, 1.407, -8.394)  0.000
H (-12.417, 5.083, -9.611)  0.000
H (-14.802, 20.368, -2.340)  0.000
H (-13.269, 4.054, -10.706)  0.000
H (-16.491, 8.988, -5.841)  0.000
H (-4.638, 15.851, -8.238)  0.000
H (-13.911, 16.531, 0.725)  0.000
H (-18.837, 8.460, 0.525)  0.000
H (-13.561, 20.149, -3.744)  0.000
H (-6.239, 9.949, -17.677)  0.000
H (-2.331, 2.782, -7.394)  0.000
H (-16.093, 18.946, -10.148)  0.000
H (-16.775, 18.489, 1.528)  0.000
H (0.154, 6.524, -18.265)  0.000
H (-4.367, 17.622, -7.962)  0.000
H (-2.972, 9.608, -16.246)  0.000
H (-19.359, 10.282, 0.638)  0.000
H (-16.900, 16.596, -10.262)  0.000
H (-6.976, 16.177, -10.054)  0.000
H (0.022, 0.827, -6.901)  0.000
H (-2.046, 20.808, -13.977)  0.000
H (-14.100, 21.734, -13.655)  0.000
H (0.025, 0.656, -10.046)  0.000
H (-17.974, 7.925, -1.552)  0.000
H (-11.493, 2.841, -7.416)  0.000
H (-5.137, 8.596, -15.640)  0.000
H (-4.264, 16.816, -12.722)  0.000
H (-3.948, 6.531, -8.245)  0.000
H (-2.070, 4.223, -4.361)  0.000
H (-6.416, 15.756, -12.788)  0.000
H (-3.294, 18.503, -14.758)  0.000
H (-10.819, 3.834, -11.206)  0.000
H (-3.404, 11.496, -19.579)  0.000
H (-15.542, 18.590, -0.583)  0.000
H (1.544, 1.483, -9.947)  0.000
H (0.044, 3.295, -5.698)  0.000
H (-1.059, 8.757, -15.122)  0.000
H (-5.146, 12.025, -19.039)  0.000
H (-15.052, 19.152, 1.825)  0.000
H (-17.092, 18.219, -12.685)  0.000
H (-0.944, 5.397, -4.953)  0.000
H (-17.792, 13.387, -13.037)  0.000
H (-15.553, 21.234, -14.493)  0.000
H (-0.660, 7.094, -14.568)  0.000
H (-3.328, 7.608, -6.908)  0.000
H (-14.062, 18.530, -11.718)  0.000
H (-19.719, 9.462, -7.579)  0.000
H (-0.428, 4.269, -6.842)  0.000
H (-9.225, 3.151, -6.529)  0.000
H (-15.432, 18.168, 4.191)  0.000
H (-7.534, -0.192, -7.879)  0.000
H (-20.050, 9.159, -0.572)  0.000
H (-2.715, 6.563, -15.721)  0.000
H (-14.329, 15.805, -1.498)  0.000
H (-5.973, 17.123, -8.171)  0.000
H (-16.814, 19.890, -11.527)  0.000
H (-18.626, 8.969, -3.838)  0.000
H (-9.467, 3.092, -9.554)  0.000
H (-1.329, 6.000, -17.565)  0.000
H (-3.160, 5.998, -5.289)  0.000
H (-3.709, 12.189, -18.068)  0.000
H (-15.913, 16.924, 0.010)  0.000
H (-5.577, 17.435, -14.505)  0.000
H (-9.573, 9.605, -10.446)  -0.001
H (-10.262, 4.259, -8.656)  0.000
H (-20.520, 8.349, -6.386)  0.000
H (-2.883, 8.464, -17.451)  0.000
H (-9.222, -0.204, -7.361)  0.000
H (-5.644, 15.112, -10.549)  0.000
H (-14.996, 2.502, -9.472)  0.000
H (-2.369, 20.937, -12.213)  0.000
H (-3.523, 4.580, -6.302)  0.000
H (-9.924, 1.581, -6.175)  0.000
H (-8.942, 0.337, -8.999)  0.000
H (-17.396, 10.114, -6.978)  0.000

Summary:
Max |F|, eV/A: 6.357
Multiplicity: 4
Relative energy (zero: lowest compared OMol25 entry of this formula, charge and spin), eV: 7.7448
Orbital gap (spin up / spin down), eV: 5.43 / 3.68
Total charge: +5
HOMO energy (spin up / spin down), eV: -12.6561 / -12.2422

[3]
Below is C3H5N2O as an isolated structure, with properties calculated with ωB97M-V with the def2-TZVPD basis set.

Last column: Mulliken charge in e.
CARTESIAN COORDINATES (ANGSTROEM)
O (-0.030, -0.076, -2.958)  -0.289
N (0.486, 0.843, -0.778)  -0.128
N (-0.517, -0.873, -0.724)  -0.128
C (-0.022, -0.044, -1.799)  0.351
C (0.008, 0.046, 1.595)  -0.975
C (-0.011, 0.011, 0.155)  0.729
H (-0.847, -0.482, 2.017)  0.341
H (0.907, -0.468, 1.958)  0.325
H (0.059, 1.069, 1.968)  0.341
H (0.993, 1.716, -0.771)  0.217
H (-1.027, -1.741, -0.662)  0.217

Summary:
Max |F|, eV/A: 0.849
Multiplicity: 1
Relative energy (zero: lowest compared OMol25 entry of this formula, charge and spin), eV: 1.1813
Orbital gap, eV: 11.11
Total charge: +1
HOMO energy, eV: -16.5797

[4]
Below is C24H18N8O2V as an isolated structure, with properties calculated with ωB97M-V with the def2-TZVPD basis set.

Last column: Mulliken spin population.
CARTESIAN COORDINATES (ANGSTROEM)
V (0.264, 0.045, -0.003)  0.791
O (-0.914, 3.670, 1.465)  0.028
O (1.694, -0.208, -3.724)  0.010
N (-1.308, -3.867, 0.102)  0.002
N (-3.601, -1.581, 0.033)  0.003
N (2.205, -0.338, -0.212)  0.011
N (0.038, -2.132, 0.058)  -0.004
N (0.446, 0.467, -1.868)  -0.014
N (-0.162, 1.975, 0.046)  -0.039
N (0.266, 0.367, 2.035)  -0.033
N (-1.861, -0.241, 0.007)  -0.017
C (-0.213, 1.633, -2.296)  0.016
C (1.476, -0.140, -2.522)  0.001
C (-1.182, 3.699, -1.467)  -0.007
C (-2.255, -1.495, 0.035)  0.018
C (-0.018, -4.363, 0.111)  -0.001
C (3.527, -1.489, -1.870)  -0.039
C (-0.339, 1.006, 4.669)  0.026
C (-1.494, 4.044, -2.782)  0.002
C (3.179, -0.610, 0.690)  0.043
C (4.301, -1.333, 0.383)  -0.017
C (4.470, -1.817, -0.926)  0.059
C (-0.512, 1.941, 3.663)  -0.019
C (2.416, -0.729, -1.505)  0.080
C (-0.513, 1.997, -3.597)  0.001
C (-2.997, 0.526, -0.016)  0.003
C (-1.160, 3.208, -3.834)  -0.002
C (-1.220, -2.523, 0.063)  0.000
C (-0.183, 1.594, 2.366)  0.046
C (-0.537, 2.495, -1.215)  0.001
C (-4.088, -0.291, 0.007)  -0.003
C (0.799, -3.275, 0.087)  -0.002
C (-0.440, 2.560, 1.216)  0.009
C (0.155, -0.249, 4.340)  -0.013
C (0.448, -0.525, 3.017)  0.041
H (5.039, -1.522, 1.150)  -0.001
H (1.876, -3.234, 0.069)  0.001
H (3.625, -1.769, -2.911)  -0.001
H (0.188, -5.417, 0.126)  0.000
H (-0.586, 1.245, 5.695)  0.002
H (-2.147, -4.419, 0.085)  0.000
H (-1.992, 4.986, -2.977)  0.000
H (0.314, -1.009, 5.092)  -0.001
H (-1.397, 3.497, -4.851)  0.000
H (-0.896, 2.937, 3.835)  0.000
H (-0.234, 1.337, -4.406)  0.000
H (-4.158, -2.416, 0.031)  0.000
H (5.343, -2.399, -1.190)  0.007
H (0.833, -1.492, 2.714)  0.003
H (-1.414, 4.360, -0.646)  0.001
H (-5.142, -0.079, -0.004)  0.000
H (-2.950, 1.601, -0.061)  0.001
H (3.012, -0.232, 1.692)  0.008

Summary:
Max |F|, eV/A: 1.576
Multiplicity: 2
Orbital gap (spin up / spin down), eV: 4.73 / 4.90
Total charge: 0
HOMO energy (spin up / spin down), eV: -5.0648 / -5.2336

[5]
Below is C42H46F10N7OS2Tc as an isolated structure, with properties calculated with ωB97M-V with the def2-TZVPD basis set.

Last column: Mulliken spin population.
CARTESIAN COORDINATES (ANGSTROEM)
Tc (12.013, 15.234, 14.324)  1.797
S (15.833, 12.363, 15.640)  0.805
S (11.206, 18.426, 14.141)  0.012
F (7.790, 16.473, 10.312)  0.000
F (17.659, 17.527, 11.788)  0.002
F (7.257, 13.860, 9.584)  0.000
F (16.633, 15.078, 11.168)  -0.001
F (8.065, 11.886, 11.201)  0.000
F (14.850, 13.971, 12.788)  0.010
F (8.936, 16.960, 12.691)  -0.001
F (15.082, 17.700, 15.655)  0.002
F (16.949, 18.780, 14.053)  -0.001
F (9.156, 12.298, 13.560)  0.000
O (12.226, 17.274, 14.122)  -0.021
N (17.815, 13.235, 14.075)  0.143
N (12.139, 15.036, 12.146)  -0.057
N (17.231, 14.653, 15.918)  0.107
N (9.952, 15.067, 14.303)  0.121
N (13.828, 15.241, 15.097)  0.087
N (11.586, 15.226, 16.442)  -0.025
N (12.281, 13.221, 13.987)  -0.017
C (8.788, 13.377, 12.842)  0.004
C (14.807, 15.804, 14.253)  -0.149
C (16.359, 17.612, 13.722)  -0.014
C (11.895, 13.793, 11.706)  -0.003
C (11.571, 14.244, 7.920)  -0.002
C (12.481, 10.508, 13.349)  -0.004
C (16.193, 15.760, 12.238)  0.000
C (12.185, 19.717, 14.922)  0.000
C (12.966, 11.011, 14.547)  0.017
C (11.810, 14.551, 9.367)  0.011
C (19.181, 15.091, 14.667)  0.151
C (18.896, 14.010, 13.856)  -0.053
C (12.117, 15.296, 6.949)  0.001
C (12.527, 8.979, 13.162)  -0.002
C (18.301, 15.375, 15.703)  -0.045
C (15.251, 15.204, 13.044)  0.056
C (9.247, 14.838, 15.609)  0.019
C (12.044, 11.429, 12.423)  -0.003
C (10.356, 14.440, 16.612)  -0.018
C (12.787, 14.593, 17.194)  0.028
C (11.353, 19.086, 12.489)  0.004
C (16.778, 16.955, 12.570)  0.028
C (11.971, 12.743, 12.757)  0.022
C (17.037, 13.490, 15.140)  -0.119
C (12.827, 12.347, 14.823)  0.137
C (12.149, 15.826, 9.871)  -0.018
C (18.520, 16.556, 16.591)  0.001
C (15.387, 17.049, 14.534)  0.045
C (8.112, 15.447, 11.104)  0.000
C (11.392, 16.593, 16.972)  0.011
C (10.059, 14.173, 7.786)  0.000
C (7.801, 14.144, 10.791)  0.009
C (9.200, 14.688, 13.204)  -0.022
C (12.306, 16.045, 11.258)  0.025
C (12.152, 12.851, 7.540)  0.001
C (11.911, 8.592, 11.807)  0.000
C (8.184, 13.116, 11.635)  -0.006
C (11.764, 8.317, 14.264)  0.000
C (13.978, 8.515, 13.281)  0.000
C (8.759, 15.676, 12.308)  -0.021
C (11.683, 13.548, 10.363)  -0.004
C (14.037, 15.111, 16.526)  0.020
H (14.876, 14.407, 16.748)  -0.008
H (14.418, 8.663, 14.256)  0.000
H (10.013, 14.621, 17.647)  -0.001
H (13.202, 19.597, 14.537)  0.001
H (10.988, 20.139, 12.503)  0.000
H (13.216, 15.422, 7.008)  0.000
H (8.665, 15.714, 15.871)  0.002
H (19.560, 13.718, 13.048)  0.001
H (11.827, 7.234, 14.125)  0.000
H (11.799, 7.480, 11.816)  0.000
H (10.549, 17.066, 16.441)  -0.004
H (14.639, 8.992, 12.525)  0.000
H (12.140, 8.645, 15.235)  0.000
H (13.514, 10.387, 15.214)  -0.001
H (13.298, 12.692, 15.721)  -0.064
H (11.768, 11.967, 8.086)  0.000
H (18.639, 17.486, 16.054)  -0.005
H (11.642, 16.268, 7.004)  0.000
H (19.438, 16.406, 17.180)  -0.003
H (12.678, 13.515, 17.169)  -0.001
H (11.963, 14.935, 5.933)  0.000
H (12.241, 16.660, 9.189)  -0.001
H (13.960, 7.436, 13.083)  0.000
H (9.847, 14.037, 6.729)  0.000
H (11.757, 11.190, 11.430)  -0.003
H (12.578, 16.995, 11.697)  0.006
H (11.175, 16.423, 17.995)  0.000
H (10.736, 18.482, 11.867)  0.001
H (11.481, 12.527, 10.045)  -0.003
H (11.778, 20.698, 14.640)  0.000
H (13.249, 12.849, 7.553)  0.000
H (10.693, 8.584, 14.256)  0.000
H (10.944, 9.067, 11.717)  0.000
H (20.052, 15.728, 14.415)  -0.002
H (14.401, 16.084, 16.981)  0.008
H (17.639, 16.657, 17.227)  0.001
H (12.389, 18.916, 12.208)  -0.001
H (12.786, 14.825, 18.243)  0.001
H (9.633, 13.333, 8.379)  0.000
H (12.571, 8.904, 11.000)  0.000
H (9.649, 15.099, 8.165)  0.000
H (8.589, 14.011, 15.494)  0.000
H (12.212, 19.597, 16.039)  0.000
H (11.864, 12.669, 6.518)  0.000
H (12.294, 17.194, 16.793)  -0.001
H (10.661, 13.385, 16.527)  0.003

Summary:
Max |F|, eV/A: 2.768
Multiplicity: 4
Orbital gap (spin up / spin down), eV: 6.65 / 4.87
Total charge: +1
HOMO energy (spin up / spin down), eV: -9.2796 / -9.6407